Here is a molecular structure, C6H9FeLiO5 from the OMol25 dataset. Energies are from ωB97M-V/def2-TZVPD.

Atoms and positions in Å:
O (2.40144, 0.84295, -0.55123)
C (2.62642, 0.01751, 0.44987)
C (2.55392, -1.39492, -0.15531)
O (1.32352, -1.53632, -0.77189)
Fe (0.64705, 0.21380, -1.39225)
H (2.79526, -0.21804, 1.52346)
H (3.41195, -1.59104, -0.83261)
O (-2.04473, -0.79758, 0.30255)
C (-1.46314, -0.14899, 1.40344)
C (-0.42316, 0.76355, 1.16482)
O (-0.49538, 1.48061, -0.12803)
C (-1.81428, 1.42355, -0.66946)
C (-2.09779, -0.05471, -0.94051)
O (-1.13016, -0.55600, -1.76262)
Li (-0.41414, -2.13670, -0.79927)
H (-2.23073, 0.16676, 2.11822)
H (-0.19355, 1.48637, 1.95251)
H (-1.79826, 1.97642, -1.61680)
H (-2.53230, 1.87755, 0.02637)
H (-3.11695, -0.19633, -1.33978)
H (1.27248, 0.47491, 1.32642)
H (2.72255, -2.09335, 0.69210)

Results
- Total charge: 0
- Expectation value of S²: 6.153
- 2S+1: 5
- E_HOMO (spin up / spin down): -6.673 / -6.427 eV